ORCA calculation (the ωB97M-V functional and the def2-TZVPD basis) on a molecular structure, C61H49Br2FGeN5OS2Sr.

```
123
Properties=species:S:1:pos:R:3
Sr 0.082 -0.826 -1.068
Br 1.578 2.750 -7.706
Br 4.370 -0.661 -4.158
Ge -1.067 1.330 1.195
S -0.548 -2.685 -3.575
S -2.983 -1.964 -1.405
F 1.630 -3.093 -1.210
O 1.766 -0.463 -2.607
N 2.523 -1.063 0.373
N -7.213 -1.492 -5.734
N -4.228 -2.280 -8.404
N -0.546 -2.629 0.829
N -0.500 0.900 -3.161
C -0.735 2.413 -5.483
C -5.176 0.138 1.219
C 3.067 -0.108 1.245
C -0.218 5.553 1.751
C 3.805 -3.772 -1.755
C -4.012 -2.222 -7.276
C 3.293 -0.415 2.608
C 3.416 -1.867 -0.229
C 3.033 -1.822 3.108
C -0.730 3.305 0.972
C -5.907 1.316 1.157
C 2.791 0.289 -4.593
C -1.471 0.485 5.414
C 3.974 1.870 3.018
C -3.739 -2.164 -5.869
C -2.435 -5.125 2.510
C 0.539 0.966 -4.045
C 3.804 2.156 1.673
C -0.799 3.831 -0.322
C 5.192 -3.644 -1.633
C -1.613 1.552 -3.416
C -1.759 2.328 -4.590
C 0.472 1.723 -5.236
C -0.772 1.140 3.174
C 3.743 0.577 3.469
C -1.740 0.656 4.059
C -2.137 -2.351 -4.022
C -0.297 6.049 0.457
C -3.845 2.564 1.157
C 4.652 2.063 -1.229
C -3.197 -2.059 -3.077
C -4.787 -1.894 -4.935
C 1.730 0.208 -3.681
C -1.128 -3.249 1.597
C 0.755 1.295 5.064
C 5.680 -2.645 -0.804
C 3.394 1.175 0.774
C -2.762 1.456 -2.456
C 1.590 -1.956 3.594
C -2.471 -2.382 -5.407
C -1.881 -3.858 2.656
C -6.132 -1.673 -5.385
C -4.507 -1.853 -3.597
C 0.486 1.435 3.709
C 1.602 1.739 -6.086
C -3.788 0.186 1.242
C 3.342 1.464 -0.715
C -3.354 -4.947 4.724
C 4.003 -2.268 4.202
C -2.801 -3.681 4.862
C -3.172 -5.667 3.550
C 2.985 -2.922 -1.070
C -3.085 1.393 1.213
C -0.438 4.202 2.000
C 2.733 1.039 -5.767
C 4.830 -1.787 -0.119
C -0.594 5.178 -0.584
C -0.223 0.815 5.925
C -5.234 2.531 1.126
C 2.157 2.356 -1.078
C -2.061 -3.128 3.831
H 0.902 -1.583 2.838
H -1.673 -2.587 -6.109
H 4.012 3.156 1.308
H 3.199 0.506 -1.217
H 4.301 2.641 3.706
H 1.743 1.538 5.440
H 6.751 -2.519 -0.689
H 3.852 -3.328 4.422
H -5.682 -0.821 1.225
H -2.464 0.993 -1.517
H -3.234 -0.749 1.267
H -3.608 -6.652 3.443
H 3.161 -2.491 2.256
H -5.299 -1.644 -2.891
H 1.283 1.771 3.051
H 2.129 2.548 -2.154
H -0.647 5.546 -1.602
H -2.290 -5.668 1.586
H -3.169 2.444 -2.233
H 2.203 3.318 -0.557
H 3.845 -1.717 5.133
H 3.354 -4.524 -2.391
H 4.620 2.141 -2.319
H -1.625 -2.140 3.921
H -0.012 0.692 6.982
H -0.834 3.004 -6.384
H 1.353 -3.003 3.807
H -2.732 0.421 3.689
H 3.911 0.343 4.515
H 1.213 1.887 -0.791
H -3.567 0.854 -2.885
H 5.857 -4.302 -2.177
H 3.591 1.062 -6.424
H 0.015 6.221 2.573
H -3.933 -5.374 5.533
H 5.501 1.432 -0.961
H -0.122 7.101 0.261
H -2.693 2.848 -4.763
H -3.341 3.525 1.134
H 5.040 -2.127 3.891
H -2.247 0.111 6.075
H -6.990 1.288 1.123
H -2.946 -3.118 5.775
H 5.250 -1.011 0.509
H 1.436 -1.375 4.507
H 4.826 3.065 -0.823
H -5.795 3.458 1.076
H -0.384 3.845 3.022
H -0.995 3.164 -1.155
```

Net charge = -2
E = -295381.4928 eV
LUMO level (alpha / beta) = 3.540 / 1.885 eV
Multiplicity = 2
Max |F| = 0.0174 Eh/bohr
ΔE to the lowest compared entry with this formula, charge and spin = 22.8 kcal/mol
Frontier orbital gap (alpha / beta) = 5.5846 / 3.9292 eV
Highest occupied orbital energy (alpha / beta) = -2.05 / -2.04 eV